Entry 1:
Below is a 10-piece molecular cluster, C15H50N10O15 overall, with properties calculated with ωB97M-V/def2-TZVPD.

The calculation puts the energy above the lowest of the compared OMol25 structures with the same formula, charge and spin at 5.5 kcal per mole. The SMILES is NC(N)=O.NC(N)=O.NC(N)=O.NC(N)=O.NC(N)=O.OCCO.OCCO.OCCO.OCCO.OCCO. As for the spin multiplicity: 1. For the orbital gap, the calculation gives 9.8 eV.

Bonds (Å) are listed after each position.
Element x y z (Å)
1 O 1.872 0.247 3.476  C36 1.416, H74 0.966
2 O -0.860 2.460 -1.563  C40 1.236
3 O -3.145 -4.855 5.755  C33 1.429, H44 0.962
4 O -3.404 5.117 -1.197  C32 1.220
5 O 2.765 5.473 -1.598  C26 1.413, H53 0.962
6 O 3.870 0.126 -0.725  C30 1.227
7 O -5.896 1.608 -3.188  C31 1.407, H78 0.961
8 O 2.750 2.583 -1.051  C34 1.412, H72 0.970
9 O 0.847 -1.324 1.320  C37 1.241
10 O -3.883 -3.862 3.038  C39 1.420, H50 0.961
11 O 3.644 0.136 5.932  C29 1.424, H49 0.963
12 O -5.030 -0.250 -1.157  C28 1.408, H71 0.961
13 O 1.024 -0.930 -4.327  C35 1.439, H64 0.960
14 O -0.478 -6.007 1.459  C38 1.219
15 O 3.817 -1.698 -4.614  C27 1.407, H87 0.962
16 N -1.891 3.637 -3.170  C40 1.355, H73 1.012, H75 1.004
17 N 0.309 -4.110 0.496  C38 1.368, H66 1.002, H90 1.009
18 N -2.833 3.547 0.335  C32 1.373, H86 1.007, H88 1.005
19 N 0.612 0.385 -0.146  C37 1.346, H67 1.011, H82 1.014
20 N -1.243 -0.563 0.790  C37 1.364, H45 1.003, H48 1.004
21 N 5.662 -1.197 -0.373  C30 1.353, H47 1.005, H83 1.005
22 N -1.013 1.554 -3.642  C40 1.352, H68 1.007, H89 1.004
23 N 1.213 -4.859 2.471  C38 1.368, H56 1.003, H85 1.003
24 N -4.451 5.099 0.841  C32 1.369, H60 1.002, H80 1.002
25 N 3.554 -2.071 -0.164  C30 1.370, H62 1.006, H70 1.005
26 C 2.053 4.474 -2.300  O5 1.413, C34 1.501, H52 1.099, H69 1.092
27 C 3.358 -0.507 -4.023  O15 1.407, C35 1.509, H41 1.101, H61 1.092
28 C -4.657 1.108 -1.139  O12 1.408, C31 1.533, H58 1.093, H65 1.100
29 C 2.803 -0.859 5.358  O11 1.424, C36 1.509, H42 1.097, H63 1.092
30 C 4.329 -0.976 -0.443  O6 1.227, N21 1.353, N25 1.370
31 C -4.695 1.830 -2.490  O7 1.407, C28 1.533, H46 1.096, H84 1.091
32 C -3.560 4.632 -0.088  O4 1.220, N18 1.373, N24 1.369
33 C -2.267 -4.667 4.643  O3 1.429, C39 1.527, H43 1.091, H81 1.092
34 C 2.791 3.167 -2.336  O8 1.412, C26 1.501, H54 1.098, H76 1.105
35 C 2.030 -0.684 -3.327  O13 1.439, C27 1.509, H57 1.093, H77 1.092
36 C 2.749 -0.800 3.851  O1 1.416, C29 1.509, H59 1.094, H79 1.099
37 C 0.114 -0.576 0.654  O9 1.241, N19 1.346, N20 1.364
38 C 0.298 -5.067 1.474  O14 1.219, N17 1.368, N23 1.368
39 C -2.683 -3.525 3.718  O10 1.420, C33 1.527, H51 1.096, H55 1.092
40 C -1.244 2.530 -2.735  O2 1.236, N16 1.355, N22 1.352
41 H 3.264 0.316 -4.749  C27 1.101
42 H 1.788 -0.739 5.759  C29 1.097
43 H -2.172 -5.560 4.024  C33 1.091
44 H -4.038 -5.028 5.442  O3 0.962
45 H -1.827 0.054 0.257  N20 1.003
46 H -4.561 2.899 -2.284  C31 1.096
47 H 6.308 -0.429 -0.416  N21 1.005
48 H -1.668 -1.236 1.403  N20 1.004
49 H 3.257 0.973 5.653  O11 0.963
50 H -4.595 -3.852 3.683  O10 0.961
51 H -2.797 -2.583 4.267  C39 1.096
52 H 1.067 4.332 -1.836  C26 1.099
53 H 2.798 5.198 -0.676  O5 0.962
54 H 3.829 3.296 -2.672  C34 1.098
55 H -1.832 -3.376 3.050  C39 1.092
56 H 1.308 -5.593 3.147  N23 1.003
57 H 2.108 -1.555 -2.672  C35 1.093
58 H -5.292 1.635 -0.421  C28 1.093
59 H 3.758 -0.691 3.440  C36 1.094
60 H -4.630 4.565 1.670  N24 1.002
61 H 4.137 -0.135 -3.356  C27 1.092
62 H 2.560 -1.923 -0.200  N25 1.006
63 H 3.112 -1.847 5.702  C29 1.092
64 H 0.711 -1.827 -4.185  O13 0.960
65 H -3.632 1.207 -0.753  C28 1.100
66 H -0.271 -4.276 -0.303  N17 1.002
67 H 1.619 0.433 -0.213  N19 1.011
68 H -0.329 0.844 -3.435  N22 1.007
69 H 1.795 4.808 -3.307  C26 1.092
70 H 3.918 -2.982 -0.382  N25 1.005
71 H -4.375 -0.754 -1.648  O12 0.961
72 H 3.281 1.772 -1.028  O8 0.970
73 H -2.162 4.362 -2.518  N16 1.012
74 H 1.502 0.052 2.605  O1 0.966
75 H -2.181 3.735 -4.126  N16 1.004
76 H 2.342 2.523 -3.113  C34 1.105
77 H 1.794 0.185 -2.709  C35 1.092
78 H -6.625 1.811 -2.595  O7 0.961
79 H 2.297 -1.733 3.489  C36 1.099
80 H -4.919 5.969 0.678  N24 1.002
81 H -1.353 -4.355 5.152  C33 1.092
82 H 0.120 1.163 -0.573  N19 1.014
83 H 6.072 -2.034 0.002  N21 1.005
84 H -3.814 1.522 -3.055  C31 1.091
85 H 1.845 -4.081 2.470  N23 1.003
86 H -2.151 3.175 -0.306  N18 1.007
87 H 3.212 -1.955 -5.316  O15 0.962
88 H -3.222 2.952 1.046  N18 1.005
89 H -1.302 1.639 -4.599  N22 1.004
90 H 0.713 -3.206 0.689  N17 1.009


Entry 2:
Below is an isolated molecule of C5H11N3O3, with properties calculated with ωB97M-V/def2-TZVPD.

The calculation puts the energy above the lowest of the compared OMol25 structures with the same formula, charge and spin at 202.1 kcal per mole. As for the spin multiplicity: 1. For the orbital gap (spin up / spin down), the calculation gives 6.5 / 8.7 eV.

Bonds (Å) are listed after each position.
Element x y z (Å)
1 O -2.186 1.802 -0.986  C7 1.483, H12 0.986
2 O 3.613 1.128 0.744  N4 1.390, H17 0.924
3 O 3.448 -0.630 -0.487  N4 1.186
4 N 2.820 0.218 0.055  O2 1.390, O3 1.186, N5 1.225
5 N 1.680 0.654 -0.049  N4 1.225, N6 1.266
6 N 0.650 0.217 -0.641  N5 1.266, C11 1.456
7 C -1.586 1.880 0.368  O1 1.483, C9 1.467, H15 1.023, H16 1.108
8 C -1.775 -0.774 0.295  C9 1.534, C10 1.553, H13 1.116, H22 1.166
9 C -1.260 0.546 0.885  C7 1.467, C8 1.534, H18 1.072
10 C -0.611 -1.782 0.090  C8 1.553, C11 1.530, H14 1.098, H21 1.110
11 C 0.421 -1.201 -0.879  N6 1.456, C10 1.530, H19 1.158, H20 1.109
12 H -1.803 0.924 -1.220  O1 0.986
13 H -2.307 -0.758 -0.685  C8 1.116
14 H -0.093 -1.842 1.055  C10 1.098
15 H -0.756 2.472 0.287  C7 1.023
16 H -2.185 2.450 1.105  C7 1.108
17 H 4.530 1.103 0.637  O2 0.924
18 H -0.545 0.521 1.683  C9 1.072
19 H -0.001 -1.176 -1.958  C11 1.158
20 H 1.428 -1.662 -0.935  C11 1.109
21 H -0.933 -2.759 -0.327  C10 1.110
22 H -2.551 -1.332 0.963  C8 1.166